# 1
{
  "formula": "C25H48BBeBr3ClF3KN4O14PS",
  "method": "the ωB97M-V functional and the def2-TZVPD basis",
  "homo_ev": -6.198,
  "total_energy_ev": -329653.3423,
  "lumo_energy_ev": -5.3,
  "fmax_ev_per_a": 6.5,
  "symbols": ["C", "C", "S", "C", "C", "N", "C", "C", "N", "C", "C", "C", "O", "C", "O", "N", "C", "O", "F", "H", "H", "H", "H", "H", "H", "H", "H", "H", "H", "H", "H", "H", "H", "H", "H", "H", "H", "H", "H", "H", "O", "P", "O", "C", "C", "O", "C", "C", "O", "C", "C", "H", "H", "H", "H", "H", "H", "H", "H", "H", "H", "H", "H", "H", "H", "H", "Br", "C", "C", "Br", "H", "H", "H", "H", "O", "H", "H", "Br", "K", "B", "O", "C", "O", "C", "O", "O", "F", "F", "Cl", "Be", "C", "C", "N", "H", "H", "H", "C", "C", "O", "O", "H", "H", "H"],
  "positions_angstrom": [[0.6835, -1.7372, 2.4466], [0.9482, -2.9678, 1.5457], [2.5233, -3.8476, 1.6825], [3.7635, -2.9940, 0.6652], [4.2296, -1.7800, 1.4841], [4.9812, -2.1917, 2.7038], [4.8944, -1.0303, 3.6544], [5.6573, 0.1632, 3.0070], [5.2213, 0.4613, 1.6492], [4.9777, -0.6619, 0.7519], [4.1791, -0.1133, -0.4588], [2.6789, 0.0307, -0.2235], [2.3154, 1.1556, 0.5680], [6.3435, -1.1796, 0.2578], [7.2990, -1.2453, 1.0013], [6.5129, -1.5426, -1.1293], [6.1148, -2.8752, -1.4317], [5.2098, -3.1302, -2.1540], [6.8372, -3.8470, -0.8748], [-0.3401, -1.7508, 2.8926], [1.4785, -1.5592, 3.4726], [0.8484, -0.8638, 1.8049], [0.7250, -2.7244, 0.5107], [0.2189, -3.7159, 1.8475], [4.5746, -3.7164, 0.5802], [3.3359, -2.7315, -0.2941], [3.3352, -1.3128, 1.8851], [5.9612, -2.4135, 2.5109], [4.5433, -3.0260, 3.1225], [3.8651, -0.8383, 3.9267], [5.4457, -1.3366, 4.5419], [6.7346, -0.0094, 3.0584], [5.4790, 1.0569, 3.6005], [4.4975, 1.1578, 1.5999], [4.5633, 0.8959, -0.6095], [4.3184, -0.7039, -1.3557], [2.2197, 0.1626, -1.2078], [2.2012, -0.8418, 0.2065], [2.8786, 1.8920, 0.3107], [7.5118, -1.4868, -1.3254], [-3.2197, 1.4157, 1.5641], [-3.5487, 1.8844, 0.2036], [-2.1592, 2.2411, -0.5464], [-1.2571, 1.1798, -0.8630], [-1.6885, 0.4083, -2.1001], [-4.0952, 3.3879, 0.4385], [-4.5613, 3.8396, 1.7155], [-3.4924, 4.6431, 2.4220], [-4.4422, 1.7350, -1.1737], [-5.7644, 1.1635, -1.0874], [-6.7915, 2.1415, -0.5520], [-1.1539, 0.5079, -0.0043], [-0.2889, 1.6447, -1.0381], [-2.6102, -0.1479, -1.9147], [-0.9177, -0.3046, -2.3980], [-1.8780, 1.0910, -2.9295], [-4.8961, 3.0029, 2.3293], [-5.4311, 4.4706, 1.5266], [-2.5592, 4.0836, 2.4938], [-3.8180, 4.9175, 3.4260], [-3.2795, 5.5550, 1.8636], [-5.7498, 0.2559, -0.4794], [-6.0263, 0.8783, -2.0933], [-6.6680, 2.2772, 0.5216], [-7.8046, 1.7658, -0.7231], [-6.6890, 3.1129, -1.0197], [1.4915, -7.8701, 1.2971], [1.4517, -7.7603, -0.6484], [2.8259, -7.9106, -1.2354], [3.8775, -6.2840, -1.0215], [0.9837, -6.8153, -0.9007], [0.8140, -8.5733, -0.9704], [2.7650, -8.0722, -2.3087], [3.3955, -8.7139, -0.7812], [-0.1689, -8.8659, -3.0058], [0.0782, -8.9079, -3.9350], [-0.9510, -9.4239, -2.9443], [-2.0770, -1.7471, 2.0407], [-6.1366, 1.5718, -3.6494], [-5.9617, 7.9113, -2.2363], [-5.5154, 6.5285, -1.8014], [-6.2354, 5.6566, -2.4224], [-6.1569, 4.4480, -2.3102], [-7.2346, 6.3641, -3.3400], [-8.0265, 5.7900, -4.0429], [-7.0686, 7.6549, -3.2211], [-4.9155, 8.5723, -2.8437], [-6.4275, 8.6163, -1.1510], [2.0568, -2.5530, 4.6874], [6.1388, 0.4719, 5.3985], [10.2775, -3.0169, 1.5301], [11.7035, -2.9334, 1.2612], [12.8275, -2.8668, 1.0462], [10.0775, -2.9948, 2.6004], [9.7418, -2.1850, 1.0765], [9.8561, -3.9395, 1.1325], [-11.2615, 6.6772, -3.3404], [-12.5024, 5.7164, -3.2554], [-13.3273, 5.8556, -4.1681], [-12.4721, 4.9494, -2.2793], [-11.3293, 7.3257, -4.2086], [-11.2160, 7.2896, -2.4417], [-10.3544, 6.0828, -3.4135]]
}


# 2
{
  "formula": "C25H48BNO21P2SSi",
  "method": "the ωB97M-V functional and the def2-TZVPD basis",
  "homo_ev": -9.490,
  "total_energy_ev": -109164.3032,
  "lumo_energy_ev": 0.3,
  "fmax_ev_per_a": 1.2,
  "symbols": ["C", "N", "C", "B", "O", "C", "O", "S", "O", "O", "O", "C", "C", "C", "O", "Si", "C", "C", "C", "P", "P", "O", "O", "O", "H", "H", "H", "H", "H", "H", "H", "H", "H", "H", "H", "H", "H", "H", "H", "H", "H", "H", "H", "H", "H", "H", "H", "H", "C", "C", "C", "O", "C", "O", "O", "H", "H", "H", "H", "H", "H", "C", "C", "C", "O", "C", "O", "O", "H", "H", "H", "H", "H", "H", "C", "C", "C", "O", "C", "O", "O", "H", "H", "H", "H", "H", "H", "C", "C", "C", "O", "C", "O", "O", "H", "H", "H", "H", "H", "H"],
  "positions_angstrom": [[-0.1742, 6.7544, 1.5191], [0.2719, 7.2407, 0.1848], [-0.4784, 8.4589, -0.1930], [0.1712, 6.2288, -0.8464], [-0.8478, 6.2530, -1.7547], [1.2688, 5.0619, -1.0936], [0.5301, 3.8614, -1.5033], [-0.0310, 3.1595, -0.1663], [-1.3303, 3.6684, 0.1212], [0.1947, 1.7646, -0.2908], [0.9603, 3.8914, 0.8399], [2.0809, 4.5028, 0.0723], [3.0762, 3.3840, -0.2990], [3.4562, 2.4365, 0.8461], [2.9769, 1.1295, 0.6300], [2.3977, 0.2879, 1.9504], [1.6740, -1.2731, 1.2698], [3.7726, -0.1043, 3.1761], [1.0663, 1.1813, 2.9118], [3.1087, 5.8489, 0.8564], [3.4096, 5.2216, 2.9112], [2.3605, 4.3985, 3.5309], [3.6749, 6.6546, 3.5664], [4.8558, 4.5297, 2.9551], [0.6775, 6.6124, 2.1910], [-0.7174, 5.8122, 1.4795], [-0.8182, 7.5065, 1.9755], [-0.2699, 8.7374, -1.2230], [-1.5583, 8.3267, -0.0672], [-0.1706, 9.2738, 0.4662], [-0.9130, 5.4145, -2.2176], [1.9633, 5.3528, -1.8893], [3.9886, 3.8676, -0.6548], [2.7076, 2.7809, -1.1299], [3.1376, 2.8293, 1.8154], [4.5513, 2.3911, 0.8618], [1.5034, -2.0070, 2.0517], [0.7555, -1.0182, 0.7403], [2.3614, -1.7183, 0.5450], [3.5777, 0.4015, 4.1258], [3.7265, -1.1764, 3.3870], [4.7783, 0.1314, 2.8269], [0.5608, 0.3966, 3.4875], [0.3050, 1.6477, 2.2866], [1.4604, 1.9050, 3.6288], [2.2060, 6.8828, 1.1221], [4.3232, 6.5928, 4.2700], [4.7787, 3.6836, 3.4081], [-3.0050, -5.4161, 1.3336], [-2.5960, -4.1960, 2.1180], [-1.8880, -3.1284, 1.3030], [-1.0009, -2.5405, 2.2622], [-0.7462, -3.4600, 3.2151], [0.0938, -3.3578, 4.0473], [-1.5773, -4.5233, 3.0834], [-3.5659, -6.1127, 1.9576], [-3.6269, -5.1404, 0.4819], [-2.1211, -5.9325, 0.9706], [-3.4419, -3.7726, 2.6656], [-2.5557, -2.3711, 0.8996], [-1.2865, -3.5555, 0.4967], [-4.0064, 3.7751, -2.0173], [-4.2041, 4.8510, -3.0551], [-5.2444, 5.8978, -2.7142], [-5.7274, 6.2841, -4.0061], [-5.5298, 5.2470, -4.8562], [-5.9794, 5.1744, -5.9503], [-4.7461, 4.3082, -4.2742], [-3.1910, 3.1083, -2.2955], [-3.7675, 4.2176, -1.0501], [-4.9098, 3.1716, -1.9251], [-3.2497, 5.3240, -3.3040], [-4.8383, 6.7610, -2.1935], [-6.0738, 5.4792, -2.1391], [0.2068, -10.7728, 0.4823], [-0.0564, -9.3944, -0.0645], [-1.1598, -8.6193, 0.6279], [-1.6684, -7.7986, -0.4360], [-1.4082, -8.4229, -1.6075], [-1.8491, -8.0842, -2.6583], [-0.5697, -9.4593, -1.4143], [1.0605, -11.2306, -0.0146], [0.4177, -10.7186, 1.5503], [-0.6587, -11.4155, 0.3201], [0.8645, -8.8062, -0.0943], [-0.8057, -7.9942, 1.4440], [-1.9636, -9.2673, 0.9845], [1.3063, -5.6613, -4.5989], [1.1914, -5.6874, -3.0981], [0.1627, -4.7434, -2.5089], [0.7306, -4.4290, -1.2285], [2.0766, -4.5949, -1.3142], [2.8560, -4.2651, -0.4859], [2.3977, -5.2085, -2.4733], [2.0053, -6.4199, -4.9477], [0.3340, -5.8547, -5.0513], [1.6726, -4.6898, -4.9320], [1.0261, -6.7038, -2.7452], [-0.8177, -5.1971, -2.3833], [0.0730, -3.8209, -3.0876]]
}